H8Na8O8S as an isolated structure in a non-equilibrium geometry, computed with wB97M-V/def2-TZVPD.

Geometry as ORCA input:
```
! wB97M-V def2-TZVPD RIJCOSX def2/J DEFGRID3
* xyz 6 1
Na -0.26 -1.17 -4.31
Na 2.21 -2.30 -1.41
Na -1.47 2.27 1.46
Na -2.50 -1.77 -2.14
Na -2.25 1.51 -3.09
Na 2.69 0.29 0.63
Na 3.04 0.96 -2.66
Na 0.32 3.42 -1.28
S 0.01 0.06 -0.87
O -0.35 -1.01 0.01
O -0.77 -0.19 -2.11
O -0.29 1.35 -0.28
O 1.40 -0.08 -1.19
O 1.40 -0.94 2.43
H 1.02 -0.58 3.23
H 1.26 -1.88 2.50
O -1.91 -0.37 1.99
H -1.57 -0.94 2.68
H -1.42 -0.62 1.21
O -1.77 -2.99 -0.19
H -1.21 -2.32 0.21
H -1.16 -3.58 -0.63
O 0.93 3.43 1.45
H 0.84 4.28 1.02
H 1.84 3.18 1.31
*
```

The value obtained for the HOMO energy is -27.6 eV. The relative energy (zero: lowest compared OMol25 entry of this formula, charge and spin) comes out at 0.0 kJ/mol. For the HOMO-LUMO gap, the calculation gives 6.758 eV. Its lowest unoccupied orbital energy is -20.835 eV.

=====

H8O32S7Zn5 as an isolated structure in a non-equilibrium geometry, computed with wB97M-V/def2-TZVPD.

Geometry as ORCA input:
```
! wB97M-V def2-TZVPD RIJCOSX def2/J DEFGRID3
* xyz -4 1
Zn -2.92 -0.12 -0.63
Zn -0.41 -2.85 0.73
Zn 1.93 2.72 -0.57
Zn 1.80 -0.83 -1.50
Zn -0.61 1.15 3.35
S -3.31 -2.98 -1.08
O -3.24 -3.73 -2.33
O -4.08 -3.77 -0.09
O -1.98 -2.68 -0.53
O -3.98 -1.65 -1.28
S 2.55 1.64 -3.39
O 2.83 0.42 -2.55
O 1.84 2.55 -2.44
O 3.77 2.25 -3.89
O 1.70 1.19 -4.48
S 1.97 3.20 2.80
O 2.02 3.14 1.32
O 0.74 2.59 3.38
O 3.14 2.51 3.31
O 2.06 4.61 3.12
S 0.23 0.18 0.38
O -1.08 0.62 -0.03
O 1.31 0.86 -0.30
O 0.37 0.41 1.80
O 0.49 -1.24 0.04
S -2.63 -1.13 2.51
O -2.14 0.01 3.36
O -3.30 -0.56 1.33
O -1.52 -1.94 2.02
O -3.52 -1.90 3.37
S -1.10 -0.60 -3.32
O -0.97 0.37 -4.39
O -1.64 -1.84 -3.81
O 0.20 -0.75 -2.60
O -2.04 -0.08 -2.28
S 0.87 -5.00 -1.35
O 2.23 -4.98 -1.97
O 0.54 -6.33 -0.82
O 0.75 -3.99 -0.22
O -0.06 -4.53 -2.35
O 0.37 0.03 4.71
H 1.27 -0.15 4.44
H 0.10 -0.73 5.23
O 3.81 2.00 -0.62
H 4.46 1.99 0.10
H 4.18 1.44 -1.31
O -0.20 3.34 -0.62
H -0.68 2.99 -1.38
H -0.75 4.04 -0.27
O -1.66 2.58 2.05
H -1.20 2.54 1.19
H -2.49 3.02 1.87
*
```

The value obtained for the HOMO energy is 2.7 eV. For the HOMO-LUMO gap, the calculation gives 3.677 eV. Its lowest unoccupied orbital energy is 6.379 eV.

=====

A 4-piece molecular cluster, H8O4 overall, computed with wB97M-V/def2-TZVPD.

Geometry as ORCA input:
```
! wB97M-V def2-TZVPD RIJCOSX def2/J DEFGRID3
* xyz 0 1
O -0.54 0.22 2.87
H 0.06 -0.04 3.57
H 0.01 0.73 2.27
O -0.11 -2.22 0.93
H 0.34 -1.47 0.54
H 0.17 -2.97 0.40
O 0.83 0.06 -0.20
H 0.25 0.79 -0.43
H 1.71 0.40 -0.38
O -0.82 1.55 -2.81
H -1.41 2.07 -3.36
H -0.49 0.87 -3.40
*
```

The value obtained for the HOMO energy is -10.4 eV. The relative energy (zero: lowest compared OMol25 entry of this formula, charge and spin) comes out at 94.6 kJ/mol. As for the structure (SMILES): O.O.O.O. For the HOMO-LUMO gap, the calculation gives 10.874 eV. Its lowest unoccupied orbital energy is 0.456 eV.

=====

A 4-piece molecular cluster, H8O4 overall in a non-equilibrium geometry, computed with wB97M-V/def2-TZVPD.

Geometry as ORCA input:
```
! wB97M-V def2-TZVPD RIJCOSX def2/J DEFGRID3
* xyz 0 1
O -0.05 0.67 1.44
H -0.06 0.44 0.52
H 0.85 0.53 1.75
O 3.45 -1.37 -0.29
H 4.07 -2.04 0.02
H 3.74 -1.32 -1.25
O -3.31 -1.69 -0.32
H -3.23 -2.59 -0.80
H -3.08 -1.94 0.54
O -0.40 2.60 -0.81
H -0.17 3.17 -0.06
H 0.39 2.12 -0.91
*
```

The value obtained for the HOMO energy is -11.0 eV. The relative energy (zero: lowest compared OMol25 entry of this formula, charge and spin) comes out at 138.5 kJ/mol. As for the structure (SMILES): O.O.O.O. For the HOMO-LUMO gap, the calculation gives 11.528 eV. Its lowest unoccupied orbital energy is 0.510 eV.

=====

A 4-piece molecular cluster, H8O4 overall, computed with wB97M-V/def2-TZVPD.

Geometry as ORCA input:
```
! wB97M-V def2-TZVPD RIJCOSX def2/J DEFGRID3
* xyz 0 1
O -2.07 -1.40 1.62
H -2.52 -0.59 1.33
H -1.19 -1.09 1.87
O 0.54 3.23 -0.02
H 1.26 3.87 -0.03
H 0.63 2.79 0.83
O -1.20 -0.04 -2.94
H -0.42 -0.29 -2.43
H -1.40 0.85 -2.63
O 1.82 -2.42 0.55
H 2.03 -1.85 1.30
H 2.53 -3.07 0.56
*
```

The value obtained for the HOMO energy is -11.3 eV. The relative energy (zero: lowest compared OMol25 entry of this formula, charge and spin) comes out at 116.3 kJ/mol. As for the structure (SMILES): O.O.O.O. For the HOMO-LUMO gap, the calculation gives 11.378 eV. Its lowest unoccupied orbital energy is 0.127 eV.

=====

A 4-piece molecular cluster, H8O4 overall in a non-equilibrium geometry, computed with wB97M-V/def2-TZVPD.

Geometry as ORCA input:
```
! wB97M-V def2-TZVPD RIJCOSX def2/J DEFGRID3
* xyz 0 1
O 0.45 -0.60 1.58
H 0.58 -0.80 2.47
H -0.11 0.21 1.54
O 0.21 0.65 -1.75
H 0.30 0.76 -2.70
H 0.11 -0.27 -1.41
O 0.14 1.91 0.80
H -0.75 2.12 1.14
H 0.01 1.54 -0.12
O -0.01 -1.92 -0.75
H -0.02 -1.82 0.19
H -0.92 -1.78 -0.97
*
```

The value obtained for the HOMO energy is -11.2 eV. The relative energy (zero: lowest compared OMol25 entry of this formula, charge and spin) comes out at 74.5 kJ/mol. As for the structure (SMILES): O.O.O.O. For the HOMO-LUMO gap, the calculation gives 11.863 eV. Its lowest unoccupied orbital energy is 0.656 eV.

=====

Question: What is the lowest unoccupied orbital energy in the fifth record?
Answer: 0.127 eV